{
  "formula": "C19H23BrGeMoN2O6",
  "method": "ωB97M-V with the def2-TZVPD basis set",
  "elements": ["Mo", "O", "C", "C", "C", "N", "C", "C", "C", "O", "O", "C", "O", "O", "H", "H", "H", "C", "Ge", "C", "C", "C", "H", "H", "H", "H", "H", "H", "H", "H", "H", "H", "Br", "C", "C", "C", "C", "C", "N", "H", "H", "H", "H", "C", "O", "C", "C", "H", "H", "H", "H", "H", "H"],
  "xyz": [[-0.2266, -0.8441, -0.2297], [-0.4877, 4.8082, 2.7876], [-0.3649, 3.6308, 2.1608], [0.6055, 2.6827, 2.4915], [0.5913, 1.4570, 1.8519], [-0.3083, 1.1450, 0.9236], [-1.1965, 2.0676, 0.5559], [-1.2733, 3.3140, 1.1458], [-2.1609, 1.5518, -0.4938], [-2.9886, 2.2687, -1.0157], [-1.9852, 0.3054, -0.7152], [1.5079, 0.2922, 2.2330], [2.3774, 0.4514, 3.0655], [1.1759, -0.7815, 1.6451], [0.1682, 4.9022, 3.4911], [1.3586, 2.8594, 3.2461], [-2.0276, 4.0171, 0.8310], [0.6084, -1.8270, -3.4398], [1.1908, 0.0188, -2.9361], [-0.0003, 1.4200, -3.7114], [3.0992, 0.1518, -3.5256], [1.1117, 0.3366, -0.9910], [0.6484, -1.9121, -4.5299], [-1.5112, -1.6145, -3.6348], [1.3324, -2.5441, -3.0461], [-0.1310, 1.2564, -4.7758], [0.4112, 2.4159, -3.5681], [-0.9741, 1.3824, -3.2279], [3.1747, -0.0455, -4.5909], [3.7003, -0.5829, -2.9935], [3.5164, 1.1358, -3.3349], [1.8081, 1.1051, -0.6622], [1.4565, -2.8172, -0.3839], [-0.8005, -2.2029, -3.0099], [-1.0767, -3.6643, -3.2891], [-2.2075, -4.1864, -2.8121], [-3.0027, -3.3714, -1.9297], [-2.4184, -2.3047, -1.3411], [-1.1475, -1.8692, -1.6240], [-0.3741, -4.2216, -3.8869], [-2.5082, -5.2038, -3.0073], [-3.9922, -3.6730, -1.6291], [-2.9343, -1.7884, -0.5332], [-1.6933, -0.1127, 3.2298], [-1.5733, -1.4214, 2.7052], [-1.1558, -1.7211, 1.5130], [-1.1851, -3.2102, 1.4073], [-0.7219, 0.2259, 3.5969], [-2.3811, -0.1804, 4.0721], [-2.0866, 0.5866, 2.4901], [-1.8859, -3.6247, 2.1347], [-0.1775, -3.5645, 1.6584], [-1.4174, -3.5710, 0.4050]],
  "spin_multiplicity": 1,
  "orbital_gap_ev": [6.1, 6.1]
}

=====

{
  "formula": "C19H23ClN2O2",
  "method": "ωB97M-V with the def2-TZVPD basis set",
  "elements": ["C", "C", "C", "C", "C", "N", "C", "C", "C", "C", "C", "C", "O", "N", "C", "C", "O", "C", "C", "C", "C", "Cl", "C", "C", "H", "H", "H", "H", "H", "H", "H", "H", "H", "H", "H", "H", "H", "H", "H", "H", "H", "H", "H", "H", "H", "H", "H"],
  "xyz": [[-4.0820, 2.9357, 1.6518], [-3.3759, 2.2257, 0.5800], [-1.9461, 2.7678, 0.3024], [-1.0590, 2.1991, 1.4186], [-0.6397, 0.7493, 1.2666], [-1.4303, -0.2799, 1.4547], [-0.6796, -1.4936, 1.1607], [-1.4284, -2.2644, 0.1810], [-2.2813, -3.3874, 0.8825], [-1.3723, -3.6958, 2.0521], [-0.4685, -2.4977, 2.2990], [0.6777, -0.9638, 0.5731], [1.4420, -1.6276, -0.0685], [0.6238, 0.4242, 0.7081], [1.5995, 1.4471, 0.0514], [1.6378, 1.2037, -1.4770], [0.6807, 1.7195, -2.1144], [2.7586, 0.5101, -2.1534], [2.9911, 0.7193, -3.5319], [4.0153, 0.1078, -4.2114], [4.9452, -0.7183, -3.5262], [6.1723, -1.5596, -4.3464], [4.8233, -0.8446, -2.1374], [3.7784, -0.2339, -1.4217], [-3.9996, 3.9768, 1.7833], [-3.9265, 2.4639, 2.5838], [-5.1345, 2.7752, 1.4200], [-3.2729, 1.2102, 0.8935], [-4.0185, 2.4227, -0.3272], [-1.7340, 2.2539, -0.5852], [-1.8879, 3.8314, 0.1315], [-1.5785, 2.1872, 2.3760], [-0.1695, 2.8951, 1.6187], [-2.0327, -1.5893, -0.3618], [-0.7831, -2.6912, -0.4810], [-2.3104, -4.2776, 0.3202], [-3.1930, -2.8930, 1.1296], [-0.8146, -4.5447, 1.8385], [-1.9319, -3.9008, 2.9386], [-0.8302, -2.0675, 3.3472], [0.5790, -2.8266, 2.3933], [2.6107, 1.2439, 0.4943], [1.3969, 2.5682, 0.2949], [2.1728, 1.1741, -4.0582], [4.1559, 0.3509, -5.3299], [5.5588, -1.4167, -1.5951], [3.7610, -0.5887, -0.4187]],
  "spin_multiplicity": 1,
  "orbital_gap_ev": 8.7,
  "smiles": "CCCCC1=NC2(CCCC2)C(=O)N1CC(=O)c1ccc(Cl)cc1",
  "de_lowest_kcal_mol": 58.7
}

=====

{
  "formula": "C19H23ClNRu",
  "method": "ωB97M-V with the def2-TZVPD basis set",
  "elements": ["C", "C", "C", "C", "H", "H", "H", "H", "H", "H", "H", "H", "H", "C", "C", "C", "H", "C", "C", "H", "H", "H", "H", "C", "C", "C", "H", "C", "C", "H", "H", "H", "H", "Ru", "Cl", "C", "C", "C", "C", "N", "C", "H", "H", "H", "H"],
  "xyz": [[-2.8116, 0.5802, -1.2579], [-2.8559, -0.8766, -1.0897], [-3.2997, 1.4596, -0.1998], [-1.9257, 1.1509, -2.2839], [-3.8685, 2.3249, -0.5769], [-2.4378, 1.8665, 0.3753], [-3.9450, 0.9470, 0.5078], [-3.4512, -1.4150, -1.8435], [-3.2324, -1.1594, -0.1034], [-1.8414, -1.3145, -1.1560], [-2.2869, 1.0564, -3.3172], [-0.9384, 0.6610, -2.2605], [-1.7456, 2.2122, -2.0999], [0.8856, -0.2087, 3.4350], [-0.3593, 0.4909, 3.1185], [-1.1998, -0.3989, 2.3917], [-0.6720, 1.4560, 3.4953], [-0.4612, -1.5347, 2.0586], [0.8152, -1.4732, 2.7062], [1.5718, -2.2529, 2.7289], [1.6250, 0.0858, 4.1757], [-2.2655, -0.2379, 2.2203], [-0.8673, -2.3678, 1.4779], [2.5870, 1.7981, 0.3029], [2.3484, 2.1404, 1.7006], [0.9434, 2.5374, 1.7762], [3.0833, 2.2323, 2.4920], [0.4357, 2.6441, 0.4349], [1.4023, 2.1092, -0.4392], [1.2544, 2.0065, -1.5047], [3.5148, 1.4084, -0.0933], [0.4325, 2.8856, 2.6645], [-0.4910, 3.1236, 0.1485], [1.2967, 0.4416, 1.5901], [0.8768, -4.9952, -1.5029], [1.3556, -3.3600, -1.6904], [2.0080, -2.9279, -2.8462], [2.2985, -1.5696, -2.9651], [1.9903, -0.7230, -1.8913], [1.4462, -1.1491, -0.7463], [1.0625, -2.4372, -0.6745], [2.2421, -3.6442, -3.6242], [2.7543, -1.1368, -3.8488], [2.2055, 0.3400, -1.9869], [0.5203, -2.7762, 0.2015]],
  "spin_multiplicity": 5,
  "total_charge": 1,
  "orbital_gap_ev": [5.3, 8.0],
  "s2": 6.038
}

=====

{
  "formula": "C19H23InN5O12PS",
  "method": "ωB97M-V with the def2-TZVPD basis set",
  "elements": ["In", "O", "C", "N", "C", "O", "C", "C", "C", "C", "C", "N", "C", "C", "C", "C", "C", "N", "H", "H", "H", "H", "H", "H", "H", "H", "N", "C", "C", "O", "N", "C", "C", "O", "O", "H", "H", "H", "H", "H", "H", "C", "O", "P", "O", "C", "O", "C", "H", "H", "H", "H", "H", "H", "H", "H", "H", "O", "S", "O", "O", "O"],
  "xyz": [[-1.0470, 0.6660, -0.2862], [-0.0616, 4.4677, 1.5445], [-0.3725, 3.4749, 0.9137], [0.0551, 2.1855, 1.1604], [1.3333, 2.0471, 1.6117], [2.2198, 2.8851, 1.6210], [1.7098, 0.6657, 2.1403], [3.0678, 0.4079, 2.3314], [3.4578, -0.8174, 2.8299], [2.4815, -1.7569, 3.1321], [1.1612, -1.4112, 2.9140], [0.7714, -0.2304, 2.4327], [-1.4464, 3.6053, -0.1759], [-2.0837, 4.9025, -0.2839], [-3.3323, 4.9809, -0.7963], [-4.0384, 3.8002, -1.1567], [-3.4526, 2.6063, -0.8673], [-2.2460, 2.5091, -0.2634], [3.7711, 1.1833, 2.0668], [4.5064, -1.0553, 2.9529], [2.7340, -2.7431, 3.4980], [0.3707, -2.1261, 3.1296], [-1.5173, 5.7676, 0.0245], [-3.8033, 5.9512, -0.9165], [-5.0222, 3.8337, -1.6037], [-3.9410, 1.6597, -1.0697], [-1.9968, 0.1566, 1.8134], [-3.4134, -0.1545, 1.6076], [-3.5871, -1.0177, 0.3460], [-4.4056, -1.9515, 0.3673], [-2.7970, -0.6262, -0.6395], [-2.5766, -1.4802, -1.7799], [-1.0824, -1.8087, -1.9130], [-0.7398, -2.6951, -2.6901], [-0.2618, -1.1335, -1.1750], [-1.4762, -0.5772, 2.2751], [-1.8093, 1.0123, 2.3238], [-3.9498, 0.7861, 1.4634], [-3.8661, -0.6850, 2.4467], [-2.8793, -0.9965, -2.7144], [-3.1245, -2.4201, -1.6966], [4.8469, -3.7202, -0.4419], [4.0755, -2.8188, 0.3402], [2.6759, -2.1746, -0.2574], [3.2537, -1.8391, -1.7285], [2.3952, -1.1836, -2.6892], [1.8639, -3.5578, -0.6183], [0.6411, -3.8308, 0.0542], [4.2705, -4.6188, -0.6748], [5.7191, -3.9948, 0.1532], [5.1688, -3.2551, -1.3730], [2.0340, -0.2328, -2.2983], [1.5458, -1.8237, -2.9278], [3.0128, -1.0205, -3.5705], [0.3197, -2.9758, 0.6535], [0.7730, -4.7006, 0.7046], [-0.1213, -4.0324, -0.6954], [0.8130, 1.5427, -1.3688], [0.0641, 2.3716, -2.3665], [-0.3677, 3.6510, -1.6276], [-1.1500, 1.5859, -2.6815], [0.8561, 2.7601, -3.5053]],
  "spin_multiplicity": 1,
  "total_charge": -2,
  "orbital_gap_ev": 7.2,
  "de_lowest_kcal_mol": 25.5
}

=====

{
  "formula": "C19H23N2",
  "method": "ωB97M-V with the def2-TZVPD basis set",
  "elements": ["C", "C", "C", "C", "C", "C", "C", "C", "C", "N", "C", "C", "C", "N", "C", "C", "C", "C", "C", "C", "C", "H", "H", "H", "H", "H", "H", "H", "H", "H", "H", "H", "H", "H", "H", "H", "H", "H", "H", "H", "H", "H", "H", "H"],
  "xyz": [[-1.7768, 1.6024, 1.6002], [-0.5262, 1.3631, 0.7797], [0.1103, 2.6254, 0.2430], [0.4877, 0.4433, 1.5586], [1.8618, 0.6509, 1.5632], [2.7281, -0.3037, 2.1005], [2.2217, -1.4002, 2.7986], [0.8401, -1.4781, 2.9929], [-0.0182, -0.5248, 2.4324], [-1.3601, 0.5988, -0.5456], [-2.6900, 0.8804, -1.1646], [-3.5125, -0.3862, -1.0039], [-2.9445, -1.5057, -1.8113], [-1.4820, -1.3245, -1.8095], [-0.7579, -0.4038, -1.1511], [0.6832, -0.4785, -1.3461], [1.3140, -1.6986, -1.0194], [2.7237, -1.7534, -1.0341], [3.4597, -0.6542, -1.4491], [2.8440, 0.5221, -1.8925], [1.4385, 0.5829, -1.8896], [-2.3551, 0.6968, 1.5582], [-1.5124, 1.8272, 2.6313], [-2.3639, 2.4699, 1.2143], [1.1988, 2.5842, 0.0478], [-0.4054, 2.7792, -0.6967], [-0.0588, 3.4778, 0.9255], [2.3586, 1.5040, 1.0706], [3.8168, -0.2475, 1.9308], [2.8888, -2.1882, 3.1816], [0.4231, -2.3303, 3.5480], [-1.0936, -0.6274, 2.6379], [-3.1841, 1.7021, -0.6506], [-2.6172, 1.1212, -2.2763], [-3.4961, -0.6470, 0.0427], [-4.5250, -0.1839, -1.2905], [-3.1778, -2.5109, -1.4444], [-3.3163, -1.5053, -2.8464], [-0.9635, -2.1760, -1.9889], [0.7159, -2.5686, -0.7045], [3.2307, -2.6800, -0.7557], [4.5362, -0.6905, -1.4984], [3.3648, 1.3789, -2.3011], [0.8906, 1.4568, -2.2876]],
  "spin_multiplicity": 1,
  "total_charge": 1,
  "orbital_gap_ev": 9.3,
  "smiles": "CC(C)(c1ccccc1)N1CCC[NH+]=C1c1ccccc1",
  "de_lowest_kcal_mol": 16.9
}